Entry 1:
{"formula": "C2H4N2O3", "method": "ωB97M-V/def2-TZVPD", "orbital_gap_ev": [7.77, 8.57], "e_above_lowest_kj_mol": 589.3, "symbols": ["C", "N", "C", "O", "N", "O", "O", "H", "H", "H", "H"], "xyz": [[0.8757, 0.6261, 0.0985], [0.3943, 0.0493, 1.3460], [-0.2398, -0.7387, 0.3624], [0.4036, -1.9143, 0.1044], [-0.7629, 0.6953, -1.4666], [-1.3735, 1.6601, -1.4445], [-1.4521, -0.5896, -0.0328], [-0.1436, -2.3822, -0.5424], [-0.2898, 0.6466, 1.7996], [0.7611, 1.7006, 0.0282], [1.8271, 0.2469, -0.2528]]}

---

Entry 2:
{"formula": "C8H16Cl8", "method": "ωB97M-V/def2-TZVPD", "orbital_gap_ev": 11.07, "smiles": "ClCCCl.ClCCCl.ClCCCl.ClCCCl", "e_above_lowest_kj_mol": 28.7, "symbols": ["Cl", "C", "C", "Cl", "H", "H", "H", "H", "Cl", "C", "C", "Cl", "H", "H", "H", "H", "Cl", "C", "C", "Cl", "H", "H", "H", "H", "Cl", "C", "C", "Cl", "H", "H", "H", "H"], "xyz": [[-1.4384, -0.4691, -2.6103], [0.1055, -0.1645, -1.7776], [-0.0932, 0.7747, -0.6131], [-1.0133, -0.0175, 0.7240], [0.8568, 0.2689, -2.4362], [0.5162, -1.0912, -1.3803], [-0.6538, 1.6687, -0.8733], [0.8364, 1.0581, -0.1256], [-4.5456, -2.1197, -5.8107], [-5.5328, -1.0199, -4.8418], [-4.7102, 0.1002, -4.2094], [-3.8027, 1.0153, -5.4570], [-5.9637, -1.6499, -4.0652], [-6.3386, -0.5772, -5.4221], [-3.9757, -0.2588, -3.4999], [-5.4251, 0.8100, -3.7994], [2.3406, 2.1649, 3.6288], [1.2244, 0.8407, 3.9140], [-0.2200, 1.2698, 3.7968], [-0.6465, 2.3198, 5.2020], [1.3857, 0.3769, 4.8853], [1.4692, 0.0921, 3.1622], [-0.9033, 0.4257, 3.8313], [-0.4223, 1.8170, 2.8826], [2.7515, -0.7990, 0.9337], [4.4520, -0.3652, 1.3793], [5.0097, -1.4894, 2.2391], [4.1900, -1.5655, 3.7924], [4.4951, 0.5813, 1.9097], [4.9734, -0.2601, 0.4318], [6.0609, -1.2744, 2.4524], [5.0175, -2.4626, 1.7564]]}

---

Entry 3:
{"formula": "C16H13AsCoN3O7S", "method": "ωB97M-V/def2-TZVPD", "charge": 1, "s2": 0.77, "orbital_gap_ev": [8.75, 8.35], "multiplicity": 2, "e_above_lowest_kj_mol": 96.1, "symbols": ["Co", "O", "As", "O", "O", "C", "C", "C", "C", "C", "C", "S", "O", "O", "O", "H", "H", "H", "H", "H", "C", "C", "C", "C", "N", "C", "C", "C", "C", "C", "C", "N", "H", "H", "H", "H", "H", "H", "H", "H", "O", "N"], "xyz": [[-0.1860, -0.6017, 0.4093], [2.1994, 3.2654, 2.1529], [0.5464, 2.7897, 1.8940], [-0.4725, 3.9604, 1.4879], [0.9167, 2.0203, 0.1313], [0.2468, 1.8135, 3.5198], [0.9710, 2.3106, 4.5975], [0.6776, 1.8700, 5.8821], [-0.3383, 0.9566, 6.0981], [-1.0637, 0.4569, 5.0263], [-0.7636, 0.8777, 3.7415], [-1.6542, 0.1158, 2.4337], [-3.0437, 0.1089, 2.7277], [-1.0411, -1.2110, 2.2008], [-1.2248, 0.9125, 1.2131], [2.4142, 4.0398, 1.6132], [1.7515, 3.0401, 4.4407], [1.2434, 2.2608, 6.7167], [-0.5727, 0.6316, 7.1024], [-1.8614, -0.2576, 5.1806], [-4.0811, -1.1776, -1.0988], [-4.0840, -2.5547, -1.2320], [-2.9063, -3.2661, -1.0448], [-1.7635, -2.5677, -0.7156], [-1.7750, -1.2318, -0.5558], [-2.9017, -0.5450, -0.7465], [-0.4257, -3.1595, -0.5019], [-0.1010, -4.4822, -0.7265], [1.2057, -4.8977, -0.5181], [2.1531, -3.9797, -0.1009], [1.7630, -2.6700, 0.1079], [0.5025, -2.2737, -0.0858], [-4.9768, -0.5929, -1.2471], [-4.9979, -3.0783, -1.4775], [-2.8881, -4.3412, -1.1466], [-2.8464, 0.5245, -0.6008], [-0.8518, -5.1793, -1.0680], [1.4786, -5.9308, -0.6852], [3.1818, -4.2642, 0.0634], [2.4556, -1.9111, 0.4399], [1.4823, 0.1991, 1.0924], [1.2149, 0.7881, 0.0145]]}

---

Entry 4:
{"formula": "Br2H2NOP", "method": "ωB97M-V/def2-TZVPD", "orbital_gap_ev": [9.70, 4.00], "e_above_lowest_kj_mol": 338.5, "symbols": ["N", "O", "P", "Br", "Br", "H", "H"], "xyz": [[0.3691, -1.3960, 0.3038], [2.6632, -2.6444, -0.0403], [2.0154, -1.4429, 0.3645], [2.7111, 0.6124, -0.3589], [-3.3583, 0.2449, -0.2591], [-0.2702, -0.6983, 0.1916], [-0.1127, -2.3289, 0.3187]]}

---

Entry 5:
{"formula": "C13H11BrClNO2Zr", "method": "ωB97M-V/def2-TZVPD", "charge": 2, "orbital_gap_ev": [3.07, 3.08], "e_above_lowest_kj_mol": 440.2, "symbols": ["Cl", "C", "C", "C", "H", "C", "C", "H", "H", "H", "C", "Zr", "C", "C", "O", "O", "H", "H", "H", "Br", "C", "C", "C", "C", "N", "C", "H", "H", "H", "H"], "xyz": [[1.8833, -1.3117, -4.2153], [-3.1508, -0.5966, -0.9673], [-3.2033, -0.2453, 0.4245], [-2.3020, -1.0967, 1.1355], [-3.9098, 0.4503, 0.8813], [-1.6646, -1.9635, 0.1881], [-2.0996, -1.5695, -1.1534], [-1.6547, -1.9670, -2.0869], [-3.7727, -0.2178, -1.7546], [-2.1384, -1.1413, 2.2209], [-0.6980, -3.0948, 0.4455], [-0.9019, 0.2031, -0.3476], [-1.5347, 1.9933, 0.5900], [-1.0799, 1.7606, -2.1450], [-1.9104, 3.0684, 0.8484], [-1.2516, 2.7888, -2.6429], [-0.1374, -2.8997, 1.3572], [-0.0149, -3.1829, -0.3976], [-1.2240, -4.0637, 0.5645], [3.5926, 4.1957, 0.5217], [3.0669, 2.3876, 0.5184], [3.8992, 1.3702, 1.0070], [3.4084, 0.0425, 1.0309], [2.1105, -0.2087, 0.5895], [1.2440, 0.7979, 0.3127], [1.7453, 2.0626, 0.1393], [4.8912, 1.6244, 1.3696], [4.0354, -0.7754, 1.4037], [1.7121, -1.2210, 0.4308], [1.0598, 2.8100, -0.2686]]}

---

Entry 6:
{"formula": "C4H6Cl2", "method": "ωB97M-V/def2-TZVPD", "orbital_gap_ev": 9.94, "smiles": "CC/C(Cl)=C/Cl", "e_above_lowest_kj_mol": 70.2, "symbols": ["C", "C", "C", "C", "H", "H", "H", "H", "H", "H", "Cl", "Cl"], "xyz": [[-0.6343, -0.3361, -2.6853], [-0.9390, -0.9527, -1.2679], [-0.3021, -0.2952, -0.1197], [0.0439, 1.0129, -0.1404], [0.4048, -0.5490, -2.8891], [-1.2709, -0.7926, -3.3997], [-0.7319, 0.7568, -2.8929], [-2.0224, -1.0917, -1.0413], [-0.5838, -2.0313, -1.2207], [-0.4433, 1.5324, -1.0194], [0.1108, -1.4712, 1.1748], [0.8090, 1.8007, 1.0454]]}

---

Entry 7:
{"formula": "C9H7ClO3", "method": "ωB97M-V/def2-TZVPD", "orbital_gap_ev": 9.19, "smiles": "O=C(Cl)[C@@H](O)C(=O)c1ccccc1", "e_above_lowest_kj_mol": 19.6, "symbols": ["C", "C", "C", "C", "C", "C", "C", "C", "C", "O", "O", "O", "Cl", "H", "H", "H", "H", "H", "H", "H"], "xyz": [[-1.9775, 1.2257, 0.1015], [-1.4739, 0.3143, -0.8423], [-1.2182, 1.3993, 1.2663], [-0.3206, -0.3859, -0.7040], [-0.0371, 0.7594, 1.4634], [0.5035, -0.0651, 0.4380], [2.6070, -1.2041, -0.4902], [2.6839, 0.1639, -1.1663], [1.7878, -0.7327, 0.7712], [3.8312, -1.8657, -0.2704], [1.9748, 0.5349, -2.0558], [2.1704, -0.8966, 1.8626], [4.0095, 1.1584, -0.6064], [-2.8602, 1.8762, -0.0322], [-2.1238, 0.1157, -1.7088], [-1.5762, 1.8805, 2.1006], [0.0757, -1.2577, -1.3796], [0.6007, 0.8762, 2.2773], [2.0058, -2.0769, -0.9824], [4.3927, -1.3987, 0.3475]]}

---

Entry 8:
{"formula": "C27H53N7O8", "method": "ωB97M-V/def2-TZVPD", "orbital_gap_ev": 6.40, "symbols": ["C", "C", "C", "N", "C", "C", "C", "O", "C", "C", "C", "O", "H", "H", "H", "H", "H", "H", "H", "H", "H", "H", "H", "C", "C", "O", "N", "C", "H", "H", "H", "H", "H", "H", "H", "C", "C", "O", "N", "C", "H", "H", "H", "H", "H", "H", "H", "C", "C", "O", "N", "C", "H", "H", "H", "H", "H", "H", "H", "C", "C", "O", "N", "C", "H", "H", "H", "H", "H", "H", "H", "C", "C", "O", "N", "C", "H", "H", "H", "H", "H", "H", "H", "C", "C", "O", "N", "C", "H", "H", "H", "H", "H", "H", "H"], "xyz": [[3.2735, -3.0713, 4.4907], [2.0233, -3.5365, 3.7125], [1.8691, -2.8716, 2.3329], [0.9318, -1.7279, 2.3332], [-0.4227, -1.9218, 2.3357], [-1.3385, -1.2147, 3.0292], [-2.7735, -1.4165, 2.8374], [-3.6161, -0.5666, 3.0382], [-3.1585, -2.7646, 2.3238], [-2.3049, -3.4764, 1.6038], [-0.9489, -2.9412, 1.3419], [-0.3267, -3.2530, 0.3620], [3.9688, -3.8947, 4.6897], [3.0247, -2.6451, 5.4671], [3.8191, -2.2898, 3.9540], [2.0405, -4.6205, 3.5631], [1.1262, -3.3170, 4.3036], [2.8330, -2.4572, 2.0208], [1.5620, -3.5658, 1.5551], [1.1698, -1.1206, 3.1159], [-1.0459, -0.4275, 3.7281], [-4.1759, -3.0904, 2.5311], [-2.5445, -4.4275, 1.1368], [4.9695, -0.7848, 0.4161], [3.6596, -0.3015, 0.9908], [3.5676, 0.1093, 2.1484], [2.5614, -0.3752, 0.2273], [2.3975, -0.8220, -1.1448], [5.7322, -0.6708, 1.1803], [4.9040, -1.8328, 0.1221], [5.2496, -0.2094, -0.4664], [1.7237, -0.1111, 0.7252], [1.9508, -0.0469, -1.7631], [1.7571, -1.7041, -1.1790], [3.3559, -1.0772, -1.5842], [-0.2232, -0.3246, -3.8707], [0.9231, -1.0983, -4.4692], [2.0783, -0.8687, -4.1399], [0.6315, -2.0923, -5.3479], [-0.6730, -2.5064, -5.8175], [0.1913, 0.4247, -3.2047], [-0.8260, 0.1907, -4.6167], [-0.8775, -0.9855, -3.2988], [1.4418, -2.5814, -5.6948], [-0.8816, -3.5463, -5.5606], [-0.7640, -2.3998, -6.9000], [-1.4346, -1.8873, -5.3542], [-1.7421, 3.7861, -6.5223], [-0.7028, 3.3841, -5.5020], [-0.9719, 2.6171, -4.5882], [0.5445, 3.8982, -5.6291], [1.0383, 4.8112, -6.6373], [-2.6691, 3.2883, -6.2562], [-1.9051, 4.8642, -6.5159], [-1.4433, 3.4946, -7.5299], [1.1885, 3.5807, -4.9206], [1.8540, 4.3700, -7.2119], [1.3985, 5.7407, -6.1942], [0.2363, 5.0574, -7.3259], [-4.8863, 3.1904, -0.6627], [-4.0728, 3.3853, -1.9291], [-4.5790, 3.8543, -2.9377], [-2.7752, 3.0114, -1.8863], [-2.0299, 2.4461, -0.7797], [-5.8965, 3.5312, -0.8671], [-4.9047, 2.1397, -0.3675], [-4.4737, 3.7626, 0.1691], [-2.2687, 3.1419, -2.7516], [-1.1941, 3.0964, -0.5109], [-1.6426, 1.4595, -1.0306], [-2.6734, 2.3425, 0.0886], [-2.5805, -1.5512, 1.0816], [-3.4522, -1.0165, -0.0347], [-2.9784, -0.6173, -1.0858], [-4.7947, -0.9871, 0.1786], [-5.5248, -1.4047, 1.3566], [-1.5493, -1.5007, 0.7435], [-2.6889, -0.9640, 1.9946], [-2.8290, -2.5861, 1.3204], [-5.3198, -0.6289, -0.6047], [-6.2241, -2.2115, 1.1313], [-6.0893, -0.5795, 1.7934], [-4.8270, -1.7652, 2.1061], [4.1553, 1.3088, 7.4264], [4.2816, 0.4576, 6.1759], [4.6611, -0.7016, 6.2464], [3.9512, 1.0299, 4.9978], [3.4862, 2.3787, 4.7656], [4.4546, 0.6954, 8.2703], [4.7967, 2.1896, 7.3761], [3.1301, 1.6506, 7.5742], [4.0254, 0.4456, 4.1710], [2.4957, 2.3829, 4.3068], [4.1580, 2.9213, 4.0984], [3.4327, 2.9197, 5.7053]]}